No. 1
DFT (ωB97M-V/def2-TZVPD) results for a cluster of 5 separate species, H10O5 in total.

Structure (ORCA input):
```
! RIJCOSX wB97M-V def2-TZVPD def2/J DEFGRID3
* xyz 1 2
O 6.23 -19.41 16.43
H 5.66 -19.85 15.80
H 6.55 -20.11 16.99
O 6.50 -14.85 19.20
H 6.20 -15.56 18.63
H 6.74 -14.15 18.60
O 3.79 -16.57 16.16
H 3.18 -16.72 16.89
H 3.70 -15.64 15.97
O 6.64 -16.80 16.76
H 6.82 -17.72 16.54
H 5.69 -16.72 16.67
O 7.68 -14.30 16.48
H 8.61 -14.47 16.29
H 7.29 -15.17 16.52
*
```

The HOMO energy (spin up / spin down) is -15.54 / -15.53 eV.


No. 2
DFT (ωB97M-V/def2-TZVPD) results for a structure of composition C36H27F3IrN2O3S2Si.

Structure (ORCA input):
```
! RIJCOSX wB97M-V def2-TZVPD def2/J DEFGRID3
* xyz 0 2
Ir 0.62 -0.23 0.96
C 2.04 0.12 2.89
C 1.80 1.47 2.51
C 2.56 1.72 1.35
C 3.25 0.54 0.99
C 2.94 -0.44 1.95
H 1.71 -0.35 3.80
H 1.26 2.19 3.09
H 2.63 2.66 0.83
H 3.92 0.43 0.16
H 3.37 -1.42 2.02
F -4.25 -3.89 3.43
C -3.38 -2.87 3.40
F -4.05 -1.81 3.88
F -2.43 -3.16 4.30
C -2.84 -2.63 2.02
C -3.32 -3.37 0.96
C -2.81 -3.17 -0.31
C -1.79 -2.24 -0.47
N -1.35 -1.51 0.54
C -1.85 -1.66 1.78
S -1.17 -0.59 2.92
H -4.09 -4.11 1.14
H -3.18 -3.73 -1.15
H -1.31 -2.08 -1.42
C 0.20 6.00 1.33
C -0.49 5.09 2.11
C -0.71 3.80 1.66
C -0.23 3.39 0.42
C 0.48 4.31 -0.35
C 0.69 5.60 0.09
Si -0.61 1.62 -0.25
C 0.01 1.59 -2.09
C 1.23 1.02 -2.41
C 1.68 0.99 -3.72
C 0.91 1.54 -4.73
C -0.31 2.13 -4.41
C -0.75 2.15 -3.10
C -2.54 1.74 -0.49
C -3.25 2.90 -0.18
C -4.62 2.98 -0.33
C -5.33 1.88 -0.79
C -4.65 0.73 -1.14
C -3.27 0.67 -1.01
H 0.38 7.01 1.67
H -0.88 5.40 3.07
H -1.26 3.11 2.28
H 0.86 4.00 -1.31
H 1.22 6.30 -0.53
H 1.84 0.57 -1.64
H 2.63 0.52 -3.93
H 1.25 1.50 -5.76
H -0.91 2.58 -5.19
H -1.70 2.61 -2.87
H -2.71 3.76 0.19
H -5.14 3.89 -0.09
H -6.41 1.93 -0.90
H -5.19 -0.12 -1.52
H -2.75 -0.22 -1.32
O 3.35 -1.12 -1.71
C 2.80 -1.95 -1.01
N 1.62 -1.81 -0.38
S 1.24 -3.12 0.53
O 1.04 -2.67 1.89
O 0.15 -3.88 -0.03
C 2.75 -4.03 0.22
C 3.18 -5.28 0.61
C 4.36 -5.76 0.05
C 5.08 -5.00 -0.87
C 4.61 -3.76 -1.26
C 3.43 -3.28 -0.71
H 2.61 -5.87 1.31
H 4.72 -6.74 0.32
H 5.99 -5.40 -1.28
H 5.14 -3.17 -2.00
*
```

The HOMO energy (spin up / spin down) is -8.08 / -8.04 eV.


Record-wise ΔE to the lowest compared entry with this formula, charge and spin values, in kJ/mol: 48.9; 383.5
Record-wise calculated total energy values, in hartree: -381.800368; -3213.006865